1.
Formula: C54H94NO16S7
Source: the OMol25 dataset
Level of theory: wB97M-V/def2-TZVPD

Geometry (Å):
1 S -2.17 1.16 -6.27
2 S -6.86 2.19 14.15
3 S -3.22 -1.29 8.85
4 S 0.30 2.54 -11.76
5 S -2.59 7.96 -11.09
6 S -0.92 -3.23 3.62
7 S 11.47 -4.66 -1.31
8 O 0.93 2.32 -13.03
9 O -0.29 -2.08 2.99
10 O -0.90 0.51 -6.06
11 O -1.75 -4.12 2.84
12 O -1.96 7.74 -12.37
13 O -6.35 0.88 13.82
14 O 11.75 -3.25 -1.29
15 O -0.10 1.44 -10.92
16 O 6.98 -4.69 2.56
17 O -3.41 -2.01 7.61
18 O -1.90 -1.07 9.37
19 O -2.99 6.86 -10.25
20 O -5.10 -1.27 2.41
21 O 10.17 -5.17 -1.69
22 O -2.71 2.07 -5.28
23 O -7.50 2.45 15.41
24 N -1.84 -0.29 -0.48
25 C -3.40 -0.09 -6.66
26 C -4.28 -4.39 1.30
27 C -4.25 -2.01 10.13
28 C 5.12 -0.92 0.46
29 C -1.13 -3.31 6.27
30 C -1.71 0.34 -1.67
31 C -2.75 0.43 -2.56
32 C -5.03 -3.23 1.11
33 C 0.32 -4.16 4.50
34 C -5.25 0.18 9.75
35 C 6.92 -3.58 1.66
36 C -4.84 -0.80 10.85
37 C 0.34 -3.54 5.89
38 C -4.08 -0.80 -1.01
39 C -3.97 9.08 -11.31
40 C -7.93 2.76 12.83
41 C 7.58 -2.97 -0.78
42 C -5.99 -5.67 0.15
43 C -1.09 3.66 -11.99
44 C -3.08 -1.57 1.19
45 C -5.99 4.24 12.68
46 C 3.19 0.21 1.64
47 C -2.17 1.95 -7.87
48 C -4.77 -5.59 0.81
49 C 1.31 3.67 -10.81
50 C 0.80 5.05 -11.20
51 C -7.53 4.22 12.63
52 C -3.96 -0.16 -2.23
53 C -2.68 0.86 -8.82
54 C -6.26 -3.28 0.45
55 C -3.61 10.36 -10.55
56 C 6.24 -4.42 3.73
57 C 4.03 0.14 0.37
58 C 11.92 -5.38 0.27
59 C 13.56 -6.32 -1.27
60 C -1.57 9.08 -10.14
61 C -2.08 10.47 -10.53
62 C 7.58 -4.02 0.38
63 C -6.74 -4.50 -0.01
64 C 6.17 -0.81 -0.65
65 C 7.52 -1.48 -0.34
66 C -3.01 -0.86 -0.13
67 C -4.48 -1.94 1.64
68 C 12.64 -6.67 -0.10
69 C -5.56 3.41 13.89
70 C -1.82 -2.67 5.06
71 C -0.73 4.94 -11.22
72 C 0.72 0.63 2.22
73 C -0.57 0.80 1.39
74 C -0.64 -0.34 0.39
75 C -4.08 0.29 8.76
76 C 1.97 1.13 1.47
77 C -3.85 0.19 -8.10
78 C 12.74 -5.50 -2.27
79 H -0.52 8.92 -10.39
80 H 7.01 -4.88 0.02
81 H -1.19 3.85 -13.05
82 H -4.87 8.60 -10.92
83 H 13.34 -4.76 -2.79
84 H -3.33 -4.33 1.83
85 H -4.16 -0.73 -8.60
86 H 4.66 -1.90 0.37
87 H -2.98 1.29 -9.78
88 H -4.08 11.23 -11.01
89 H -7.93 4.83 13.43
90 H -7.70 -4.56 -0.50
91 H -1.99 3.19 -11.61
92 H -1.17 2.29 -8.11
93 H -2.55 -1.02 1.96
94 H 6.34 0.25 -0.86
95 H -1.20 5.81 -11.68
96 H 13.97 -7.21 -1.74
97 H -6.84 -2.38 0.31
98 H -1.74 11.23 -9.83
99 H -2.59 0.94 -3.51
100 H -7.91 4.61 11.68
101 H -5.50 4.02 14.79
102 H -5.01 -1.27 -0.77
103 H 12.23 -6.14 -3.00
104 H -1.11 4.88 -10.20
105 H 5.65 -0.84 1.41
106 H -0.56 -1.30 0.90
107 H -5.61 5.26 12.74
108 H -1.23 -2.69 7.15
109 H 6.36 -3.38 4.03
110 H 5.87 -3.31 1.54
111 H -4.42 0.45 7.74
112 H 1.72 1.14 0.41
113 H 13.19 -7.07 0.75
114 H 2.19 2.14 1.81
115 H -5.02 -2.60 9.63
116 H -0.48 1.77 0.90
117 H -2.92 -1.06 -6.57
118 H -1.72 10.73 -11.53
119 H 6.57 -5.07 4.54
120 H 2.90 -0.80 1.91
121 H -4.17 -6.48 0.94
122 H -1.60 -4.27 6.49
123 H 0.86 -2.58 5.86
124 H -4.08 9.26 -12.38
125 H 0.85 -0.45 2.35
126 H 7.51 -2.78 2.12
127 H 11.02 -5.53 0.86
128 H -1.89 0.14 -9.01
129 H -5.50 1.16 10.16
130 H -4.22 -0.01 -5.95
131 H 7.83 -1.32 0.68
132 H -4.62 2.90 13.73
133 H 14.40 -5.73 -0.91
134 H 8.24 -0.96 -0.97
135 H 4.47 1.12 0.14
136 H -3.64 -2.64 10.76
137 H 1.14 5.82 -10.50
138 H 3.38 -0.11 -0.48
139 H -0.01 -5.20 4.53
140 H 0.22 -0.25 -0.27
141 H -4.71 0.86 -8.09
142 H -4.09 -0.35 11.50
143 H -6.35 -6.61 -0.23
144 H -8.96 2.63 13.13
145 H 8.59 -4.39 0.53
146 H 1.16 5.32 -12.19
147 H 12.59 -4.68 0.76
148 H -2.52 -2.50 1.07
149 H 0.85 -4.18 6.61
150 H 11.91 -7.43 -0.41
151 H -1.74 8.88 -9.09
152 H 8.52 -3.09 -1.31
153 H -7.71 2.16 11.95
154 H 1.14 3.47 -9.75
155 H -6.14 -0.19 9.24
156 H -5.69 -1.09 11.47
157 H 0.62 1.06 3.21
158 H 6.80 -3.20 -1.50
159 H -0.75 0.77 -1.90
160 H -1.76 -1.58 5.10
161 H -2.86 -2.98 4.97
162 H 3.84 0.63 2.40
163 H 1.27 -4.09 3.97
164 H -3.98 10.29 -9.52
165 H 5.80 -1.23 -1.59
166 H -3.37 1.06 9.05
167 H -4.79 -0.13 -2.92
168 H 5.18 -4.62 3.53
169 H -5.59 3.80 11.76
170 H -2.86 2.79 -7.83
171 H 2.36 3.51 -11.05
172 H -1.42 0.80 2.07

## Properties
maximum force	0.027	Eh/bohr
total energy	-6159.61413	hartree
charge	+1

2.
Formula: C26H32N6OSiTi
Source: the OMol25 dataset
Level of theory: wB97M-V/def2-TZVPD

Geometry (Å):
1 Ti 0.87 -0.40 0.08
2 Si 0.39 0.73 -3.00
3 O 2.76 -0.43 0.20
4 N -0.88 1.00 0.34
5 N -1.18 -1.73 0.31
6 N -3.04 1.44 0.03
7 N -0.62 -1.65 3.99
8 N 0.49 -0.77 2.28
9 N 0.35 -0.66 -2.00
10 C 2.23 0.41 3.66
11 C -0.54 -4.61 -3.21
12 C -0.71 4.65 1.04
13 C 0.42 -0.93 4.55
14 C -0.52 -1.52 2.63
15 C -1.12 -3.52 -3.86
16 C -1.41 -2.22 1.66
17 C 2.62 0.65 4.96
18 C 0.08 -1.93 -2.44
19 C 0.36 -4.35 -2.18
20 C 1.92 0.10 6.04
21 C -2.07 4.93 0.82
22 C 1.11 -0.38 3.46
23 C -0.21 3.37 0.90
24 C -2.05 0.50 0.04
25 C -1.29 1.57 -3.18
26 C 1.55 1.97 -2.22
27 C 1.01 0.36 -4.74
28 C -2.45 2.65 0.35
29 C 0.67 -3.06 -1.80
30 C -2.96 3.94 0.48
31 C 0.81 -0.69 5.86
32 C -1.10 2.36 0.55
33 C -0.83 -2.22 -3.49
34 C 4.09 -0.38 0.58
35 C -2.25 -0.94 -0.29
36 H -1.19 -3.29 1.70
37 H -0.93 -2.49 -0.32
38 H -2.42 5.94 0.93
39 H -0.04 5.45 1.31
40 H 1.40 -2.87 -1.02
41 H -2.06 0.87 -3.53
42 H -1.30 -1.40 -4.00
43 H 0.25 -0.12 -5.36
44 H 2.26 0.31 7.05
45 H -1.82 -3.70 -4.67
46 H -4.01 4.15 0.32
47 H 4.46 0.66 0.60
48 H 4.72 -0.93 -0.13
49 H -1.26 2.40 -3.90
50 H 1.88 -0.30 -4.70
51 H 0.84 -5.18 -1.67
52 H -2.46 -2.10 1.96
53 H -1.31 -2.19 4.48
54 H -3.25 -1.28 0.01
55 H -0.77 -5.62 -3.51
56 H 2.57 1.57 -2.17
57 H 1.31 1.29 -5.24
58 H 0.84 3.14 1.06
59 H -4.00 1.28 -0.22
60 H -1.61 1.99 -2.23
61 H 3.49 1.26 5.15
62 H -2.17 -1.06 -1.38
63 H 2.76 0.82 2.80
64 H 0.27 -1.11 6.71
65 H 4.25 -0.81 1.57
66 H 1.57 2.90 -2.80
67 H 1.24 2.21 -1.21

## Properties
multiplicity	3
maximum force	0.007	Eh/bohr
total energy	-2552.85518	hartree
charge	0
expectation value of S²	2.004